(1)
27
Properties=species:S:1:pos:R:3:forces:R:3:mulliken_charge:R:1 method="wB97M-V/def2-TZVPD" total_charge=+1 orbital_gap_ev=9.117 de_lowest_kj_mol=595.46 smiles="CCCN1C[C@H](S)C/[N+]1=N/C"
S -3.988 0.662 0.752 0.7 -3.6 0.2 -0.165
N -0.707 -2.314 -0.086 -0.2 0.1 -0.2 -0.845
N -0.681 0.109 0.381 -1.1 -2.1 -1.0 0.258
N -0.987 -1.136 -0.138 -3.0 1.9 -1.9 0.889
C -2.802 0.533 -0.703 -0.4 1.5 2.0 -0.119
C 0.652 0.392 0.752 1.1 1.8 1.2 -1.058
C -1.466 1.170 -0.339 0.3 -0.2 2.2 -0.621
C 1.643 0.602 -0.391 0.2 2.0 -0.8 0.126
C 2.924 1.152 0.282 1.8 -4.1 0.6 -1.304
C 0.325 -3.131 0.471 3.3 1.8 0.0 -0.797
C -2.439 -0.814 -1.109 3.0 -0.1 -0.3 -0.640
H -4.150 1.909 0.695 -0.2 2.6 -0.3 0.148
H -2.070 -0.792 -2.179 -0.4 -0.8 1.3 0.300
H 3.878 0.921 -0.283 -1.2 0.0 0.4 0.335
H 2.931 2.172 0.333 -0.3 2.7 0.6 0.395
H 0.493 1.373 1.347 0.9 -1.5 -0.8 0.322
H 0.159 -3.494 1.428 -1.2 -0.1 2.2 0.398
H 1.100 -0.335 1.446 -0.6 0.0 0.0 0.441
H -1.737 1.911 0.416 0.5 0.1 0.0 0.345
H 3.092 0.668 1.350 -0.4 1.1 -2.1 0.302
H -0.818 1.651 -1.049 -0.2 -0.1 -1.0 0.385
H 1.254 1.423 -1.091 0.5 -1.1 0.9 0.157
H -2.941 -1.638 -0.708 -1.2 -1.2 -0.3 0.394
H 0.368 -4.034 -0.061 -0.1 -0.9 -1.3 0.368
H -3.364 1.187 -1.322 0.1 0.0 -1.7 0.402
H 1.404 -2.734 0.567 -1.7 0.0 -0.5 0.259
H 1.837 -0.247 -1.073 -0.2 0.0 0.8 0.326

=====

(2)
27
Properties=species:S:1:pos:R:3:forces:R:3:mulliken_charge:R:1 method="wB97M-V/def2-TZVPD" total_charge=+2 s_squared=2.017 orbital_gap_ev="5.867 / 7.386" de_lowest_kj_mol=73.18 spin_multiplicity=3
N -0.235 -5.867 11.712 2.2 0.7 -2.8 0.032
N -2.401 7.910 -10.911 -3.4 1.5 -1.1 -0.438
N 0.516 -5.272 10.888 -2.7 1.1 2.4 -0.113
N -1.586 6.364 -12.436 -0.8 -3.0 -3.6 -0.167
C 1.060 -5.925 9.775 -1.6 -1.3 -1.5 0.580
C 0.509 5.375 -9.106 1.1 -0.3 -1.1 -0.916
C -1.543 7.120 -11.513 3.3 5.9 4.6 0.497
C 0.791 -7.402 9.648 0.2 -0.9 2.1 -1.230
C 0.038 7.323 -10.917 -2.2 0.8 -3.1 -0.518
C 0.793 -5.121 8.425 1.5 -1.1 2.1 -1.169
C 0.268 6.352 -10.148 0.2 -2.7 3.1 0.311
H -1.065 5.555 -12.637 0.6 -1.3 -0.6 0.322
H 1.716 -7.959 9.484 0.0 0.1 0.3 0.333
H 0.255 -7.872 10.527 0.9 0.1 -0.9 0.358
H 1.279 -4.178 8.499 -0.7 1.3 0.2 0.374
H 0.229 5.774 -8.108 0.5 -0.5 -0.7 0.296
H -3.332 8.131 -11.349 0.8 -1.5 0.3 0.326
H 0.794 7.982 -11.362 -0.7 0.3 -0.2 0.346
H -2.141 8.848 -10.673 1.3 0.0 0.9 0.299
H -0.393 -6.851 11.515 -0.6 -0.3 0.6 0.183
H 0.196 -7.643 8.848 -1.6 -0.3 -2.1 0.367
H -0.233 -5.254 8.190 -0.9 0.7 -0.2 0.386
H 0.146 4.360 -9.319 -1.1 0.3 0.2 0.324
H 1.559 5.088 -9.308 0.3 0.5 1.2 0.319
H 1.364 -5.577 7.658 0.5 -1.0 -0.6 0.404
H 2.034 -5.906 10.130 2.8 0.8 0.0 0.209
H -0.617 -5.356 12.489 -0.1 0.3 0.4 0.286

=====

(3)
25
Properties=species:S:1:pos:R:3:forces:R:3:mulliken_charge:R:1 method="wB97M-V/def2-TZVPD" total_charge=+1 orbital_gap_ev="6.922 / 5.883" de_lowest_kj_mol=437.71
O -1.666 0.933 -0.498 -2.0 4.3 0.9 -0.263
N 1.477 0.251 0.288 0.5 -3.0 0.6 0.208
C -2.197 1.810 0.308 1.3 -4.3 0.4 -0.191
C 0.243 0.256 0.904 -0.5 -1.2 -1.3 -0.981
C -1.024 -0.183 -0.158 2.1 -3.8 0.4 1.202
C -0.546 -0.833 -1.492 -1.0 1.7 0.3 -1.249
C 2.328 -0.970 0.434 1.1 1.5 -0.3 -0.913
C -1.822 -1.197 0.644 0.6 -0.5 0.6 -1.798
C 1.886 1.254 -0.617 -2.5 1.1 -1.1 -1.119
H 2.259 1.088 -1.623 -0.1 -1.3 -0.1 0.392
H 0.991 1.881 -0.773 0.5 0.2 0.0 0.378
H -2.087 -0.768 1.592 -0.2 0.1 0.7 0.483
H 0.145 -0.570 1.640 0.5 0.9 -0.2 0.367
H -2.725 -1.445 0.143 -0.9 -0.3 -0.6 0.438
H 3.390 -0.675 0.167 -0.9 -0.1 1.3 0.357
H -0.191 -1.838 -1.186 0.5 0.8 -0.9 0.322
H 0.142 -0.030 -2.004 -1.1 -2.3 0.6 0.247
H 2.602 1.832 -0.173 2.0 1.8 1.2 0.402
H -2.476 1.557 1.348 0.1 0.2 -0.7 0.344
H -0.099 1.233 1.300 0.0 0.0 -0.1 0.495
H -2.220 2.714 -0.147 -0.8 2.9 -1.0 0.363
H -1.523 -0.973 -2.075 1.6 0.1 0.4 0.436
H -1.266 -2.163 0.853 -0.4 1.4 -0.4 0.437
H 2.246 -1.760 -0.292 -1.2 -0.3 -0.7 0.334
H 2.133 -1.402 1.420 0.7 0.2 -0.1 0.310

=====

(4)
24
Properties=species:S:1:pos:R:3:forces:R:3:mulliken_charge:R:1 method="wB97M-V/def2-TZVPD" total_charge=0 orbital_gap_ev=10.560 de_lowest_kj_mol=59.90 smiles=C[C@@H](CO)C(C)(C)C
O 0.124 2.150 1.300 0.3 -0.1 0.2 -0.527
C -1.597 -1.009 0.866 0.0 -0.2 -0.3 -1.598
C -1.075 1.506 0.919 -0.1 -0.7 -0.6 -0.787
C 0.370 -1.507 -1.373 0.2 1.1 0.8 -1.750
C 1.539 -0.416 0.618 0.1 0.1 0.1 -1.765
C -0.939 0.135 0.074 -0.5 1.1 0.9 0.353
C 0.971 0.946 -1.414 0.0 0.1 0.1 -1.874
C 0.479 -0.167 -0.470 0.0 -1.3 -1.1 1.888
H -2.460 -0.657 1.441 0.2 0.1 -0.1 0.488
H -1.672 1.350 1.824 -0.1 -0.3 -0.2 0.366
H -0.264 -1.342 -2.251 0.0 0.0 0.2 0.383
H -1.635 2.214 0.300 0.2 0.0 0.1 0.262
H 1.365 -1.788 -1.734 -0.1 0.2 0.1 0.451
H -1.984 -1.773 0.183 0.2 0.0 0.2 0.362
H 2.006 0.515 0.953 -0.2 -0.1 -0.1 0.377
H -1.598 0.292 -0.791 0.3 0.0 0.0 0.454
H 0.225 1.170 -2.184 0.1 -0.1 0.0 0.397
H 0.497 1.663 2.049 -0.1 0.2 -0.3 0.321
H 1.190 1.877 -0.884 -0.1 -0.2 0.1 0.365
H 2.356 -1.040 0.239 -0.2 0.0 0.0 0.429
H 1.131 -0.918 1.498 0.0 -0.1 0.0 0.292
H 1.898 0.649 -1.917 -0.1 -0.1 0.0 0.441
H -0.018 -2.356 -0.806 0.0 0.1 0.0 0.415
H -0.908 -1.493 1.561 0.0 0.0 0.0 0.256

=====

(5)
24
Properties=species:S:1:pos:R:3:forces:R:3:mulliken_charge:R:1 method="wB97M-V/def2-TZVPD" total_charge=0 orbital_gap_ev=9.900 de_lowest_kj_mol=85.44 smiles="C/C=C/CCCC.O"
O 2.608 1.944 2.125 -0.1 0.4 -0.3 -0.634
C 1.748 -1.583 -0.188 0.5 -0.2 -0.2 -0.160
C -2.060 0.594 -0.721 -0.6 0.0 0.5 -0.209
C 0.613 -1.013 -0.554 -0.1 -0.2 0.0 -0.082
C 3.106 -1.100 -0.623 -0.2 -0.7 0.1 -1.194
C -2.641 1.863 -0.074 0.0 0.1 -0.6 -1.218
C -0.726 -1.544 -0.144 -0.8 -0.2 0.4 -0.584
C -1.711 -0.472 0.329 0.2 0.6 0.0 -0.818
H 1.714 -2.482 0.426 0.0 0.1 0.1 0.327
H -1.229 -2.160 -0.901 0.3 0.3 -0.4 0.326
H -2.619 2.703 -0.779 0.1 -0.1 0.1 0.348
H 3.760 -1.950 -0.854 -0.2 0.1 0.0 0.328
H 3.017 -0.494 -1.521 0.1 0.3 0.1 0.329
H -1.306 0.016 1.228 0.0 0.0 -0.2 0.360
H 2.829 2.713 1.582 0.2 -0.2 0.2 0.317
H -2.662 -0.907 0.634 0.0 -0.3 0.2 0.373
H 3.589 -0.571 0.194 0.1 0.3 0.0 0.282
H -3.690 1.747 0.196 0.1 -0.1 0.3 0.301
H 0.688 -0.119 -1.165 -0.2 0.0 -0.1 0.178
H -1.206 0.883 -1.323 0.2 -0.1 -0.1 0.260
H -2.824 0.142 -1.366 0.3 0.2 -0.3 0.245
H 1.654 1.893 2.015 -0.1 -0.2 0.1 0.308
H -0.593 -2.250 0.681 0.2 0.0 0.0 0.294
H -2.058 2.147 0.802 -0.1 0.0 0.1 0.322

=====

(6)
25
Properties=species:S:1:pos:R:3:forces:R:3:mulliken_charge:R:1 method="wB97M-V/def2-TZVPD" total_charge=0 orbital_gap_ev=9.675 de_lowest_kj_mol=465.08 smiles="CC(C)(C)C.CC(=O)O"
O -1.643 0.493 0.638 -3.3 1.8 0.1 -0.454
O -3.663 1.038 -0.183 0.2 5.1 0.5 -0.492
C 0.919 1.505 -0.460 -0.2 0.0 5.1 -1.516
C -2.725 0.211 0.169 1.8 -2.0 0.8 0.605
C 1.500 0.091 -0.035 -3.9 0.3 -1.0 2.112
C 0.218 -0.795 0.341 3.8 -0.1 4.5 -1.978
C 2.276 -0.334 -1.269 2.9 0.4 -0.3 -1.203
C -3.087 -1.188 -0.267 -2.0 -0.7 0.8 -0.943
C 2.131 0.143 1.270 4.8 0.2 4.4 -1.656
H 1.757 2.168 -0.664 -0.2 0.5 0.5 0.442
H -0.458 -1.029 -0.409 -1.4 0.4 -1.2 0.588
H 1.759 -0.799 -2.188 0.2 1.5 1.5 0.271
H 3.040 0.787 1.683 -1.5 -0.4 -2.1 0.246
H 1.539 0.208 2.185 -1.1 0.8 -0.6 0.421
H -0.006 -0.287 1.409 -0.6 -1.3 -3.2 0.308
H -2.423 -1.997 0.222 -1.0 1.5 -1.4 0.286
H -3.274 2.018 0.045 -1.4 -3.3 -0.8 0.394
H 0.428 -1.783 0.811 1.0 0.0 -0.9 0.273
H 0.054 1.877 0.308 2.6 -0.6 -1.9 0.172
H 2.858 0.745 -1.465 -0.9 -3.3 -0.5 0.230
H 0.500 1.291 -1.340 -2.1 -0.3 -3.6 0.532
H -3.038 -0.967 -1.374 0.1 -1.4 0.8 0.273
H 2.553 -0.809 1.587 0.3 -0.8 -0.7 0.418
H -4.238 -1.418 0.013 2.7 0.5 -0.8 0.336
H 3.023 -1.166 -1.025 -0.6 1.3 -0.1 0.336

=====

Please write out number 3 again, unchanged.
25
Properties=species:S:1:pos:R:3:forces:R:3:mulliken_charge:R:1 method="wB97M-V/def2-TZVPD" total_charge=+1 orbital_gap_ev="6.922 / 5.883" de_lowest_kj_mol=437.71
O -1.666 0.933 -0.498 -2.0 4.3 0.9 -0.263
N 1.477 0.251 0.288 0.5 -3.0 0.6 0.208
C -2.197 1.810 0.308 1.3 -4.3 0.4 -0.191
C 0.243 0.256 0.904 -0.5 -1.2 -1.3 -0.981
C -1.024 -0.183 -0.158 2.1 -3.8 0.4 1.202
C -0.546 -0.833 -1.492 -1.0 1.7 0.3 -1.249
C 2.328 -0.970 0.434 1.1 1.5 -0.3 -0.913
C -1.822 -1.197 0.644 0.6 -0.5 0.6 -1.798
C 1.886 1.254 -0.617 -2.5 1.1 -1.1 -1.119
H 2.259 1.088 -1.623 -0.1 -1.3 -0.1 0.392
H 0.991 1.881 -0.773 0.5 0.2 0.0 0.378
H -2.087 -0.768 1.592 -0.2 0.1 0.7 0.483
H 0.145 -0.570 1.640 0.5 0.9 -0.2 0.367
H -2.725 -1.445 0.143 -0.9 -0.3 -0.6 0.438
H 3.390 -0.675 0.167 -0.9 -0.1 1.3 0.357
H -0.191 -1.838 -1.186 0.5 0.8 -0.9 0.322
H 0.142 -0.030 -2.004 -1.1 -2.3 0.6 0.247
H 2.602 1.832 -0.173 2.0 1.8 1.2 0.402
H -2.476 1.557 1.348 0.1 0.2 -0.7 0.344
H -0.099 1.233 1.300 0.0 0.0 -0.1 0.495
H -2.220 2.714 -0.147 -0.8 2.9 -1.0 0.363
H -1.523 -0.973 -2.075 1.6 0.1 0.4 0.436
H -1.266 -2.163 0.853 -0.4 1.4 -0.4 0.437
H 2.246 -1.760 -0.292 -1.2 -0.3 -0.7 0.334
H 2.133 -1.402 1.420 0.7 0.2 -0.1 0.310